[1]
This record from OMol25 describes a molecular structure, C26H73FN2O16Si2. The level of theory is the ωB97M-V functional and the def2-TZVPD basis.

Structure (XYZ):
```
120
Properties=species:S:1:pos:R:3:forces:R:3:lowdin_charge:R:1
C -2.3956 -3.4810 2.7664 -0.821 -0.461 -1.110 -0.07
C -3.0476 -4.4006 1.5971 0.604 0.578 0.953 -0.26
O -3.7084 -3.4439 0.7028 0.591 -2.315 -0.165 -0.22
C -4.2075 -4.1219 -0.4738 -1.108 0.615 -1.159 -0.26
C -3.5248 -3.5031 -1.8165 -0.422 0.464 0.664 -0.20
Si -1.5985 -3.7137 -1.8017 -2.406 -0.757 -1.635 0.64
O -1.2371 -5.2472 -2.5208 1.692 0.871 2.620 -0.37
Si -0.1551 -6.2055 -1.5718 -0.479 -0.537 -1.378 0.56
O 1.0873 -5.3023 -0.7413 -1.371 -1.047 -1.268 -0.26
N 0.7371 -5.2129 0.5871 0.717 3.275 0.933 -0.10
O 0.9678 -4.0932 0.9558 -0.378 -2.304 0.166 0.01
C -0.8869 -2.3040 -2.9362 0.078 0.844 -4.010 -0.37
O -1.1329 -2.2228 -4.1596 0.638 -0.537 4.389 0.06
N -0.0300 -1.2206 -2.3476 -2.016 1.195 2.653 0.12
C -0.8841 -0.2786 -1.6229 -2.295 0.738 -1.179 -0.38
O -2.0186 0.0785 -1.9841 4.251 -1.418 1.497 0.09
F -0.3454 0.3025 -0.4367 -0.365 -1.542 -2.513 0.03
H -1.9871 -4.0910 3.6367 -0.519 0.739 -1.250 0.08
H -1.5605 -2.8881 2.2510 -1.251 -0.636 1.047 0.07
H -3.2574 -2.8051 3.1227 1.597 -0.853 -0.475 0.09
H -2.2131 -4.9765 1.0392 -1.278 0.778 0.762 0.09
H -3.7994 -5.1688 2.0181 1.038 1.197 -0.661 0.13
H -5.3354 -3.8770 -0.5447 1.687 -0.452 0.117 0.13
H -4.1247 -5.2604 -0.4166 0.170 1.487 0.002 0.12
H -3.7799 -2.3736 -1.7932 0.490 -1.696 -0.050 0.09
H -4.0008 -3.9251 -2.7656 0.669 0.427 1.286 0.09
H -1.1986 -3.5768 -0.4050 0.542 -0.030 0.041 0.01
H -0.9369 -7.0853 -0.6775 0.291 0.780 0.344 0.00
H 0.5535 -7.1330 -2.4828 0.057 0.481 -0.072 -0.01
H 0.7092 -1.6056 -1.7324 -0.198 0.378 -0.468 0.10
C 4.7909 -0.0967 -1.9608 0.041 0.103 -0.102 -0.09
C 3.2853 -0.2132 -1.8287 0.364 -0.069 0.188 -0.32
O 2.8840 -1.5706 -1.9931 -0.315 -0.302 0.111 -0.10
H 5.1196 -0.4594 -2.9382 -0.079 0.093 0.036 0.09
H 5.1139 0.9402 -1.8426 0.101 -0.099 0.034 0.05
H 5.2943 -0.7101 -1.2075 -0.032 0.099 0.050 0.07
H 2.7868 0.3827 -2.5959 -0.096 -0.227 0.033 0.11
H 2.9497 0.1370 -0.8470 0.009 0.192 -0.042 0.11
H 3.3224 -2.0903 -1.3056 -0.055 0.082 -0.185 0.09
C -0.6900 2.9468 1.2620 -0.063 -0.064 -0.156 -0.10
C -1.0097 4.3819 1.6320 0.301 -0.183 0.292 -0.31
O -0.9642 4.5476 3.0435 -0.088 0.343 -0.146 -0.10
H -1.4006 2.2619 1.7319 -0.025 0.082 -0.109 0.07
H -0.7271 2.8051 0.1794 0.030 -0.055 0.065 0.06
H 0.3059 2.6680 1.6194 0.011 0.059 -0.091 0.07
H -2.0127 4.6496 1.2926 0.058 0.051 0.148 0.11
H -0.2938 5.0723 1.1735 -0.075 -0.004 -0.215 0.11
H -0.0701 4.3170 3.3370 -0.191 -0.062 0.105 0.06
C -2.7906 -10.8686 -2.4615 0.026 -0.158 0.005 -0.09
C -3.1221 -9.7224 -1.5268 -0.003 -0.059 -0.398 -0.31
O -2.1900 -8.6603 -1.7001 -0.018 0.070 -0.020 -0.15
H -1.7791 -11.2373 -2.2724 -0.106 0.014 0.070 0.08
H -3.4961 -11.6930 -2.3340 0.042 0.026 -0.069 0.07
H -2.8202 -10.5386 -3.5041 -0.118 -0.034 0.042 0.07
H -3.0704 -10.0501 -0.4865 0.095 0.194 -0.054 0.12
H -4.1298 -9.3405 -1.7186 -0.077 -0.142 0.091 0.11
H -2.2474 -8.3686 -2.6205 -0.025 -0.075 0.177 0.08
C 7.5433 1.2059 0.5376 -0.026 -0.133 0.132 -0.09
C 8.3815 1.5624 -0.6737 -0.193 0.205 0.202 -0.31
O 7.6114 2.3272 -1.5927 -0.087 0.125 -0.233 -0.10
H 6.6602 0.6361 0.2383 0.132 -0.004 -0.005 0.05
H 8.1205 0.6130 1.2512 -0.060 0.054 0.020 0.08
H 7.1849 2.1094 1.0396 0.115 -0.029 0.037 0.08
H 8.7192 0.6585 -1.1849 -0.074 0.156 -0.113 0.11
H 9.2620 2.1439 -0.3828 0.093 -0.158 0.066 0.11
H 7.3236 3.1300 -1.1355 0.006 -0.107 -0.180 0.08
C 3.5109 3.5791 -2.5208 -0.166 -0.018 0.070 -0.08
C 4.3532 4.6901 -3.1152 -0.086 -0.372 -0.070 -0.31
O 5.7214 4.4991 -2.7757 0.384 0.060 -0.045 -0.09
H 3.6174 3.5566 -1.4328 -0.037 0.087 -0.066 0.08
H 2.4555 3.7140 -2.7692 0.038 -0.076 0.018 0.08
H 3.8386 2.6045 -2.8935 -0.077 0.081 -0.112 0.05
H 4.0377 5.6596 -2.7246 0.225 -0.045 -0.007 0.12
H 4.2613 4.7111 -4.2057 -0.182 0.074 0.011 0.11
H 5.9936 3.6421 -3.1329 -0.038 0.068 0.293 0.05
C -0.6517 1.4902 6.1712 -0.005 0.089 0.056 -0.08
C -0.5670 2.2419 4.8574 -0.092 -0.511 0.354 -0.32
O 0.6669 2.9527 4.7770 0.254 0.259 -0.161 -0.10
H -0.5733 2.1803 7.0140 -0.072 -0.102 -0.084 0.05
H -1.5953 0.9449 6.2483 0.070 -0.014 0.006 0.08
H 0.1747 0.7786 6.2644 -0.085 -0.072 -0.021 0.07
H -1.3790 2.9650 4.7776 0.258 0.007 -0.090 0.11
H -0.6325 1.5546 4.0081 -0.174 0.017 -0.005 0.10
H 1.3813 2.3054 4.8391 -0.151 0.173 -0.002 0.09
C 1.9593 3.9121 9.3490 0.119 0.095 -0.085 -0.09
C 0.4544 3.8008 9.4928 0.275 -0.194 0.192 -0.32
O 0.0437 2.4479 9.3334 -0.137 -0.118 0.027 -0.10
H 2.2786 3.5473 8.3693 -0.094 0.096 0.032 0.07
H 2.2870 4.9481 9.4637 0.044 -0.070 0.015 0.07
H 2.4661 3.2978 10.0992 -0.029 0.111 0.055 0.07
H -0.0476 4.3980 8.7287 -0.062 -0.197 0.030 0.11
H 0.1287 4.1538 10.4765 0.017 0.196 -0.049 0.11
H 0.4840 1.9267 10.0174 -0.119 0.097 -0.164 0.08
C -6.1755 0.7022 -0.9461 -0.224 0.069 -0.075 -0.08
C -5.6395 0.8546 0.4635 0.283 0.020 -0.431 -0.32
O -4.3796 0.2055 0.5841 0.171 -0.049 0.200 -0.10
H -6.2846 -0.3552 -1.2029 -0.013 0.045 0.096 0.07
H -7.1465 1.1925 -1.0496 0.125 -0.074 -0.053 0.04
H -5.4822 1.1368 -1.6727 -0.017 0.055 0.059 0.08
H -6.3235 0.4004 1.1837 0.192 -0.032 0.028 0.11
H -5.5166 1.9116 0.7224 -0.216 0.051 0.030 0.11
H -3.7765 0.6183 -0.0499 -0.084 -0.171 0.081 0.06
C -10.0486 4.2921 -1.5181 0.030 0.170 -0.009 -0.10
C -9.5812 3.0382 -2.2304 -0.281 0.046 0.271 -0.32
O -9.2000 2.0475 -1.2830 -0.022 -0.123 0.024 -0.10
H -9.2562 4.6868 -0.8771 -0.011 -0.030 -0.123 0.08
H -10.3391 5.0635 -2.2355 -0.031 -0.012 0.078 0.07
H -10.9034 4.0738 -0.8712 -0.039 0.023 -0.117 0.07
H -8.7147 3.2559 -2.8581 0.005 -0.180 0.122 0.12
H -10.3746 2.6311 -2.8654 0.031 0.134 -0.145 0.11
H -9.9732 1.8532 -0.7369 0.193 0.023 -0.104 0.09
C 9.0258 3.1754 -5.8652 0.154 -0.064 -0.014 -0.09
C 7.8542 3.7665 -6.6242 0.089 0.020 0.412 -0.32
O 6.6278 3.2948 -6.0797 -0.285 -0.063 0.031 -0.09
H 9.0019 2.0836 -5.9129 -0.002 0.092 -0.083 0.08
H 9.9751 3.5259 -6.2777 -0.014 -0.020 0.072 0.07
H 8.9794 3.4497 -4.8072 0.046 0.080 -0.063 0.07
H 7.8921 3.4726 -7.6751 -0.198 -0.014 0.103 0.11
H 7.8657 4.8598 -6.5704 0.145 0.018 -0.128 0.11
H 6.5976 3.5665 -5.1514 0.074 0.018 -0.333 0.05
```
Forces are in eV/Å.

frontier orbital gap	8.944	eV
E_HOMO	-9.52	eV
LUMO level	-0.574	eV
multiplicity	1

[2]
This record from OMol25 describes a molecular structure, C16H9Br2N4O4Zn. The level of theory is the ωB97M-V functional and the def2-TZVPD basis.

Structure (XYZ):
```
36
Properties=species:S:1:pos:R:3:forces:R:3:lowdin_charge:R:1
N -1.8071 2.6769 4.7887 -0.406 -1.034 -1.582 0.04
C -2.0290 2.0090 3.8463 0.271 0.541 1.290 -0.25
C -2.2943 1.1894 2.6933 -0.428 -1.789 1.040 -0.32
C -2.2245 1.7466 1.4075 0.255 1.585 -0.939 -0.08
C -2.4826 0.8957 0.3268 0.109 1.217 -2.288 -0.18
N -2.5082 1.1794 -1.0188 -0.218 -3.002 5.090 -0.28
O -2.3105 2.2114 -1.6576 0.188 1.851 -1.657 -0.14
O -2.8409 -0.0468 -1.6436 -0.412 -0.037 -2.266 -0.15
N -3.0232 -1.0824 -0.7316 -0.074 2.261 2.360 -0.02
C -2.8052 -0.4715 0.4609 -0.448 -1.932 -1.773 -0.25
C -2.8647 -1.0146 1.7758 -0.655 -2.460 -0.004 -0.15
N -3.2162 -2.3926 1.9940 0.891 2.724 -0.926 -0.41
O -3.1496 -3.1880 1.0386 -0.425 -0.124 0.267 -0.06
O -3.5632 -2.7225 3.1462 -0.149 -0.670 0.649 -0.11
C -2.6220 -0.1753 2.8729 0.345 1.825 1.379 -0.03
H -1.9989 2.8078 1.2517 -0.063 -0.532 -0.003 0.07
H -2.6908 -0.5858 3.8797 0.051 0.085 -0.339 0.09
Br 2.2860 -4.6257 0.2984 0.337 -1.303 0.298 -0.14
Zn 1.6030 -2.9861 -1.1622 -0.088 1.636 0.576 0.04
Br -0.4070 -1.8622 -1.1963 0.389 -0.954 -0.870 0.28
C 3.0095 -1.4285 -0.5930 -0.352 -0.503 -0.978 -0.35
C 2.2570 -1.0553 0.5920 0.241 0.836 0.770 -0.23
C 1.7512 0.2147 0.4522 0.243 -0.207 0.241 -0.09
C 2.1194 0.7168 -0.8519 0.160 -0.305 -0.362 -0.21
C 2.8465 -0.3148 -1.5275 0.276 0.139 0.851 -0.27
C 3.3120 -0.1444 -2.8259 -0.117 0.787 0.030 -0.08
C 3.0951 1.0908 -3.4520 0.232 -0.534 0.013 -0.15
C 2.4116 2.1174 -2.7919 -0.116 0.255 0.366 -0.14
C 1.9146 1.9376 -1.4967 0.093 -0.069 -0.237 -0.04
H 4.0056 -1.8458 -0.4898 -0.058 -0.390 -0.023 0.07
H 2.0930 -1.7077 1.4696 0.243 0.504 -0.610 0.08
H 1.1738 0.7621 1.1936 -0.136 -0.216 -0.278 0.10
H 3.8283 -0.9619 -3.3208 0.046 0.087 -0.098 0.09
H 3.4781 1.2485 -4.4607 -0.131 0.027 0.102 0.07
H 2.2716 3.0805 -3.2912 -0.029 -0.293 0.102 0.08
H 1.3816 2.7274 -0.9765 -0.066 -0.004 -0.190 0.10
```
Forces are in eV/Å.

frontier orbital gap	2.149	eV
relative energy (zero: lowest compared OMol25 entry of this formula, charge and spin)	0.0	kcal/mol
net charge	-3
E_HOMO	3.78	eV
LUMO level	5.932	eV
multiplicity	1

[3]
This record from OMol25 describes a molecular structure, C3H9NO. The level of theory is the ωB97M-V functional and the def2-TZVPD basis.

Structure (XYZ):
```
14
Properties=species:S:1:pos:R:3:forces:R:3:lowdin_charge:R:1
C 0.9223 2.1133 -0.5051 0.310 0.748 0.385 -0.12
C -0.2633 1.1777 -0.3480 3.112 -1.803 1.244 -0.11
C 0.0701 -0.1601 -0.4270 0.398 1.282 -3.643 -0.22
N -1.0075 -1.2502 -0.4379 1.559 2.090 1.100 -0.01
H 0.7139 3.1791 -0.6219 -0.577 -0.150 -0.108 0.07
H 1.5216 1.8488 -1.3662 0.069 -0.217 -0.203 0.06
H 1.6058 2.1125 0.3646 -0.378 -0.334 -0.156 0.08
H -0.9890 1.3908 0.4201 -1.097 0.598 -0.722 0.11
H 1.0448 -0.5635 -0.6724 0.223 0.359 -0.019 0.12
H -1.6604 -0.8803 -1.1315 -0.233 0.078 0.732 0.07
H -0.8142 -0.4820 0.3916 -3.382 -2.248 1.214 0.07
H -0.0185 -3.5108 1.4977 0.223 -0.439 0.014 0.02
H -0.7005 -2.2603 1.0065 -0.133 -0.377 0.194 -0.04
O -0.4252 -2.7151 1.8295 -0.093 0.412 -0.032 -0.09
```
Forces are in eV/Å.

frontier orbital gap	9.716	eV
relative energy (zero: lowest compared OMol25 entry of this formula, charge and spin)	106.6	kcal/mol
E_HOMO	-9.34	eV
LUMO level	0.373	eV
multiplicity	1

[4]
This record from OMol25 describes a single C2H5N3S molecule. The level of theory is the ωB97M-V functional and the def2-TZVPD basis.

Structure (XYZ):
```
11
Properties=species:S:1:pos:R:3:forces:R:3:lowdin_charge:R:1
C -0.0101 -0.8199 -0.4804 -0.928 -1.103 -0.533 -0.52
C 0.3192 0.4637 0.1640 0.456 0.847 0.647 -0.26
H 1.7591 -1.6996 0.0524 -0.613 0.011 -0.848 0.10
H 0.7473 -2.5972 -1.0062 0.240 0.582 0.210 0.10
H -1.8299 -0.3712 -0.6733 0.440 -0.698 -0.130 0.05
H 1.3617 0.7512 0.4073 -0.254 -0.516 -0.386 0.10
H -1.4479 3.1407 1.3724 0.884 -0.086 0.006 -0.13
N 1.0618 -1.6669 -0.7109 0.546 -0.435 0.755 0.08
N -1.1885 -1.1715 -0.8476 0.301 1.137 0.320 0.12
N -0.6268 1.2390 0.4919 0.269 0.755 0.225 -0.36
S -0.1458 2.7316 1.2306 -1.341 -0.494 -0.265 0.71
```
Forces are in eV/Å.

SMILES string	[H]/N=C(N)\C=N\S
frontier orbital gap	9.433	eV
relative energy (zero: lowest compared OMol25 entry of this formula, charge and spin)	33.4	kcal/mol
E_HOMO	-9.20	eV
LUMO level	0.234	eV
multiplicity	1

[5]
This record from OMol25 describes a molecular structure, C5H3N. The level of theory is the ωB97M-V functional and the def2-TZVPD basis.

Structure (XYZ):
```
9
Properties=species:S:1:pos:R:3:forces:R:3:lowdin_charge:R:1
C -0.6965 0.3439 0.7711 0.867 1.847 -0.159 0.07
C 0.8417 0.6359 0.1579 -0.732 -3.559 1.201 -0.07
C -0.7662 -0.8667 0.3020 -1.950 0.590 0.621 -0.15
C 0.0882 -0.2368 -0.9094 -0.369 1.347 1.247 0.06
C -0.6137 -1.5705 -0.8387 2.602 -1.644 -0.506 -0.38
N -0.4839 -2.7992 -1.0459 -1.482 -0.154 -0.298 0.15
H 1.4055 1.6614 0.2165 -1.332 -2.306 -0.713 0.13
H 1.0875 -0.3378 0.7872 1.772 3.410 -0.772 0.13
H -0.3911 -3.3697 -1.8577 0.625 0.468 -0.620 0.05
```
Forces are in eV/Å.

frontier orbital gap (alpha / beta)	8.049 / 8.049	eV
relative energy (zero: lowest compared OMol25 entry of this formula, charge and spin)	180.2	kcal/mol
E_HOMO (alpha / beta)	-8.49 / -8.49	eV
LUMO level (alpha / beta)	-0.442 / -0.443	eV
multiplicity	1

[6]
This record from OMol25 describes a single C2H2Cl2 molecule. The level of theory is the ωB97M-V functional and the def2-TZVPD basis.

Structure (XYZ):
```
6
Properties=species:S:1:pos:R:3:forces:R:3:lowdin_charge:R:1
C -0.3949 -0.0117 0.0137 -1.972 -2.216 -0.736 -0.08
C -1.7472 0.0340 -0.0547 1.988 -1.167 0.532 -1.24
Cl -2.6568 1.4759 -0.0061 -0.041 0.277 0.071 0.63
Cl -2.7024 -1.4113 0.0090 0.018 0.100 -0.380 0.59
H 0.2641 -0.9084 -0.1379 -1.270 0.816 0.408 0.09
H 0.0706 0.8768 0.2137 1.276 2.191 0.105 0.02
```
Forces are in eV/Å.

SMILES string	C=C(Cl)Cl
frontier orbital gap	10.461	eV
relative energy (zero: lowest compared OMol25 entry of this formula, charge and spin)	6.5	kcal/mol
E_HOMO	-9.65	eV
LUMO level	0.810	eV
multiplicity	1